Below is a 5-piece molecular cluster, C26H33N6OPS overall at a distorted geometry, with properties calculated with ωB97M-V with the def2-TZVPD basis set.

```
68
Properties=species:S:1:pos:R:3:forces:R:3
S 3.2163 -4.1920 -2.7736 0.17 -0.05 -0.29
P -0.6493 -4.4483 -1.8029 -0.11 0.14 0.04
O 2.3827 -1.7060 -3.2469 0.31 0.04 -0.67
N -1.5855 -0.0911 -3.7332 0.04 0.01 -0.01
N -3.4470 3.9832 -0.8180 0.03 0.03 -0.01
N 2.8953 -2.8028 -5.1272 -0.08 0.17 1.88
N -1.0062 2.6982 4.8193 -0.03 -0.04 0.00
N 1.3943 -0.2835 2.4148 -0.02 0.00 -0.02
N 2.3967 -1.5477 -5.4690 -0.30 0.60 1.62
C 0.4376 -3.0774 -1.0559 0.07 -0.13 0.15
C -0.8412 0.9689 6.4704 -0.03 0.04 0.03
C 3.5575 0.3475 3.2295 -0.01 0.00 -0.02
C -2.5648 0.7783 -3.4900 0.05 -0.01 0.06
C 2.8860 -2.8473 -0.2611 -0.04 -0.27 -0.09
C 2.1272 -0.9490 -4.3354 0.18 -0.44 -1.42
C -0.5877 1.4965 5.2133 0.04 0.00 -0.06
C 1.4857 0.6966 1.5178 -0.02 -0.03 -0.01
C -1.8299 0.3783 -6.0721 0.00 0.09 0.05
C -3.2150 1.4963 -4.4825 -0.03 -0.04 -0.03
C -1.5687 1.7307 7.3702 0.00 -0.02 0.01
C -1.7054 3.4176 5.6947 0.02 0.02 -0.05
C 2.4190 -0.4456 3.2486 0.02 0.00 -0.02
C -1.5917 2.7977 0.1294 -0.09 0.00 0.01
C -1.2348 -0.2770 -5.0051 -0.06 -0.11 0.05
C 2.8691 -2.8451 -3.8061 -0.21 -0.24 -1.52
C -2.0110 2.9829 6.9755 0.00 -0.01 0.01
C -2.2449 2.7039 1.3489 0.07 -0.04 0.03
C 1.5589 -3.6017 -0.1422 -0.18 0.24 -0.01
C 3.6380 1.3640 2.2910 -0.02 0.00 0.00
C -3.5034 3.2710 1.4688 0.02 -0.01 -0.01
C 3.8761 -3.2868 -1.3578 -0.02 0.28 0.42
C 2.5793 1.5443 1.4149 0.01 -0.04 0.01
C -4.0566 3.8964 0.3621 -0.05 -0.01 -0.03
C -2.8390 1.2887 -5.8004 0.00 0.02 -0.01
C -2.2331 3.4463 -0.9163 -0.01 -0.06 -0.05
H 1.7189 0.0349 -4.1821 0.03 0.02 -0.01
H 0.2514 -4.6798 -2.8748 0.07 -0.06 0.05
H 0.8333 -2.4311 -1.8397 -0.16 -0.09 -0.04
H -1.4997 0.1869 -7.0836 0.00 -0.03 0.00
H -0.2457 -2.4668 -0.4605 -0.05 0.11 0.00
H 1.2282 -3.4749 0.8885 -0.01 -0.13 0.09
H -5.0424 4.3451 0.4181 -0.01 0.00 0.03
H -4.0498 3.2249 2.4009 0.00 0.01 0.01
H -1.7603 3.5258 -1.8897 0.04 0.00 0.02
H -1.5051 -5.5263 -2.3108 0.01 -0.03 -0.03
H -2.5816 3.6126 7.6439 -0.01 0.01 0.00
H 2.5981 2.3243 0.6658 -0.02 0.00 0.00
H 1.7008 -4.6788 -0.2750 0.13 -0.11 -0.07
H -2.0350 4.3916 5.3496 -0.01 0.01 0.02
H -1.7850 2.2071 2.1939 0.03 0.05 0.01
H -1.6962 -3.5249 -2.0640 0.00 0.06 -0.04
H 0.6399 0.8028 0.8463 0.03 -0.02 0.02
H 2.3229 -1.2550 3.9643 0.02 0.01 0.03
H -1.7882 1.3547 8.3611 0.00 0.00 0.01
H -0.4483 -1.0025 -5.1721 0.03 -0.01 -0.11
H 3.4174 -2.9508 0.6845 0.08 0.18 0.09
H 2.6541 -1.7946 -0.4053 0.03 0.15 0.10
H 4.6525 -3.9269 -0.9444 -0.09 -0.22 0.01
H -3.3267 1.8268 -6.6030 0.00 0.00 0.00
H 4.3942 -2.4083 -1.7316 0.12 -0.02 -0.15
H -2.8378 0.9030 -2.4476 -0.02 0.05 -0.01
H -0.6097 2.3678 -0.0164 -0.02 0.05 -0.02
H -0.5722 -5.1536 -0.5586 0.03 -0.08 0.00
H -0.4778 -0.0153 6.7321 0.01 -0.01 -0.01
H 4.5089 2.0047 2.2438 0.00 0.00 0.00
H 4.3591 0.1693 3.9330 0.00 -0.01 0.01
H -0.0223 0.9280 4.4842 0.01 -0.04 -0.04
H -4.0006 2.1931 -4.2244 0.01 0.01 0.02
```
Positions in Å, forces in eV/Å.

The calculation puts the LUMO energy at 0.501 eV. The value obtained for the largest force on an atom is 1.89 eV/Å. As for the SMILES: [PH4]CCCCSc1nnco1.c1ccncc1.c1ccncc1.c1ccncc1.c1ccncc1.



Below is C26H34Br2N5O2Pb as an isolated structure, with properties calculated with ωB97M-V with the def2-TZVPD basis set.

```
70
Properties=species:S:1:pos:R:3:forces:R:3
Pb -0.3202 -0.4619 0.4388 -0.21 -0.64 0.63
Br -1.8779 -4.3931 0.5111 0.09 0.01 -0.02
Br -3.9486 -2.4572 1.9614 -0.01 0.07 0.04
O -0.0740 -1.4107 3.5318 -0.23 -0.02 -0.47
O 1.0373 -1.0857 5.4467 0.22 0.06 0.28
N 0.2321 1.6783 -0.3633 0.08 -0.21 -0.08
N -2.2154 0.0990 -0.9908 0.11 -0.04 -0.43
N -1.1360 1.3529 2.3940 0.26 -0.06 0.46
N -0.1470 -1.2344 -1.8403 -0.08 0.40 -0.24
N 2.0657 0.0521 0.4923 0.04 0.22 -0.32
C -3.8098 -0.6108 -4.2522 0.14 -0.11 0.12
C 1.6337 -3.0388 -1.8333 0.17 0.17 0.04
C 2.3513 1.3195 0.6285 0.11 -0.27 0.08
C -2.1242 2.5614 -0.8066 0.17 -0.13 0.03
C -2.3303 -0.4206 -2.1800 -0.33 0.08 0.41
C 3.5334 4.2474 1.3890 0.05 0.19 0.00
C -1.2418 -1.3807 -2.5474 0.42 -0.04 -0.06
C 1.2743 2.2669 0.1824 -0.27 0.16 -0.09
C 1.1426 -1.6630 -2.3373 -0.09 -0.27 0.08
C -0.6757 2.3355 -1.2800 -0.22 0.08 0.00
C 0.2344 -0.7561 4.5647 -0.18 -0.09 -0.26
C 1.3326 3.6734 0.3349 -0.08 0.08 -0.08
C -2.3377 -2.5815 -4.5191 -0.08 0.25 0.02
C -0.3565 1.6192 3.6300 -0.02 0.12 0.07
C 4.1294 2.9902 1.4351 -0.21 -0.02 -0.04
C -3.4477 -1.8138 -4.8463 -0.12 -0.15 -0.16
C 2.5181 -2.4107 0.5480 0.13 0.26 -0.21
C -1.3474 -2.3420 -3.5875 0.02 -0.16 -0.01
C -2.3635 -3.5363 2.1693 0.20 0.20 0.08
C 3.0015 -0.9862 0.8713 0.06 -0.14 0.31
C -0.4985 0.5971 4.7605 -0.01 -0.21 -0.26
C -3.3035 0.0065 -3.1277 -0.10 0.16 -0.19
C -2.9351 1.2571 -0.5326 -0.02 0.06 -0.01
C 2.2782 4.5254 0.8796 0.23 -0.16 0.08
C 2.8264 -2.9459 -0.8688 -0.25 -0.07 0.01
C 3.6287 1.7553 1.0910 0.20 0.01 0.10
H 1.1458 -1.6444 -3.4345 0.00 0.02 0.04
H 5.1461 2.9769 1.8166 0.01 -0.04 -0.02
H -0.7293 1.6798 -2.1552 0.03 0.10 -0.06
H 0.4284 4.1795 0.0156 0.00 -0.04 0.01
H -3.9397 1.3533 -0.9584 0.01 -0.02 0.05
H -3.7742 0.9531 -2.8904 0.01 -0.02 0.04
H -2.1230 3.1907 0.0885 -0.08 0.04 -0.03
H -0.2783 3.2968 -1.6236 0.04 -0.06 0.02
H -2.6176 3.1279 -1.6009 0.00 0.04 0.03
H 0.8075 -3.5667 -1.3494 -0.01 -0.01 -0.01
H 4.3387 0.9514 1.2283 -0.04 -0.02 0.03
H -1.5481 -2.8824 2.4885 -0.06 -0.04 0.02
H -2.2018 -3.4793 -5.1149 0.05 0.01 -0.01
H -2.0977 1.1431 2.6388 -0.03 0.03 -0.01
H 1.9417 -3.6393 -2.6951 -0.05 -0.05 0.04
H 1.9836 5.5702 0.9136 -0.03 -0.01 -0.02
H -1.5609 0.3832 4.9263 -0.03 0.02 0.01
H 0.6989 1.6953 3.3506 -0.04 0.03 -0.05
H 3.6002 -2.3289 -1.3388 0.06 -0.04 0.03
H 3.0038 -3.0665 1.2719 -0.09 -0.01 0.04
H 3.9795 -0.8398 0.3895 -0.03 0.03 0.00
H -0.5338 -3.0587 -3.5950 -0.01 0.00 0.02
H -4.6350 -0.0873 -4.7270 0.01 0.02 0.01
H 3.1679 -0.9364 1.9563 0.04 0.05 -0.04
H -3.0685 1.1316 0.5442 -0.04 0.05 0.01
H -1.1123 2.1871 1.8183 -0.17 0.03 0.03
H 3.2405 -3.9531 -0.7684 0.07 0.04 -0.02
H -4.0639 -2.1639 -5.6664 0.02 0.02 0.00
H -0.0930 1.0296 5.6746 -0.08 0.16 -0.01
H -2.5831 -4.3109 2.8929 0.02 0.04 -0.03
H -0.6628 2.5945 4.0345 0.16 0.00 0.00
H 4.1167 5.0807 1.7626 -0.03 0.00 -0.01
H 1.4470 -2.4727 0.7476 0.02 -0.17 0.14
H 1.8477 -0.9023 -1.9881 0.06 0.00 -0.11
```
Positions in Å, forces in eV/Å.

The calculation puts the LUMO energy at 2.466 eV. The value obtained for the largest force on an atom is 0.92 eV/Å. The total charge is -1. The energy relative to the best compared isomer or geometry (same formula, charge and spin) is 24.5 kcal per mole.



Below is C26H34BrN2SSiTc as an isolated structure, with properties calculated with ωB97M-V with the def2-TZVPD basis set.

```
66
Properties=species:S:1:pos:R:3:forces:R:3
Tc 0.0131 -0.2597 -0.5193 -0.76 0.17 -0.61
Br 0.4701 -4.0905 -5.9248 0.01 -0.02 -0.03
S 1.4482 1.5580 -0.5680 -0.28 -0.13 0.30
Si 4.3088 2.4911 1.6055 -0.02 -0.03 0.01
N -1.6083 -0.7681 0.3681 0.22 0.27 0.13
N 1.7439 -0.7053 0.5304 0.10 -0.26 0.14
C -2.2686 0.6056 -1.4491 0.19 -0.14 0.24
C 4.3227 2.7915 3.4443 -0.03 0.04 0.04
C -6.3945 0.6501 -0.4685 -0.01 0.00 0.01
C -1.1017 -2.8394 1.5111 0.03 -0.06 0.04
C -4.0416 -0.0616 -0.0056 0.14 0.00 -0.06
C 3.4117 0.8141 1.3870 0.05 -0.06 -0.06
C 0.1331 -1.4627 -2.1034 0.14 -0.05 0.10
C 1.2694 -1.3752 -2.9194 -0.05 -0.08 -0.02
C -0.8984 -2.3485 -2.4426 0.05 -0.03 -0.09
C 2.2536 -1.7295 1.2294 0.06 0.08 -0.13
C -3.1157 1.3359 -2.2582 -0.03 -0.02 0.04
C -4.4678 1.3370 -1.9246 -0.03 0.03 -0.04
C -0.7654 -0.6026 2.6656 0.04 0.01 0.04
C 3.9090 -0.2709 2.1118 0.02 -0.08 0.03
C -2.6856 -0.0998 -0.3091 0.06 0.00 0.09
C 1.3673 -2.1572 -4.0591 0.05 0.03 0.01
C -4.9318 0.6473 -0.8183 -0.01 -0.01 0.02
C 2.3300 0.5116 0.5676 0.10 0.12 0.08
C 3.4505 3.8915 0.7380 -0.03 0.04 -0.02
C 3.3601 -1.5468 2.0247 0.02 0.03 -0.02
C -0.7940 -3.1330 -3.5776 -0.01 0.02 0.05
C -2.5931 2.0762 -3.4561 0.02 0.00 -0.01
C -3.0044 -1.5841 2.4058 -0.06 0.07 -0.06
C 6.0236 2.2415 0.9254 0.02 -0.06 -0.07
C 0.3369 -3.0296 -4.3780 -0.01 0.00 0.01
C -1.6471 -1.4272 1.7225 0.05 0.05 -0.11
H -2.1074 1.3935 -4.1553 0.00 0.00 0.00
H -6.5558 1.0837 0.5195 0.00 0.00 0.00
H -0.7399 -1.0729 3.6493 0.01 0.01 0.00
H -1.1739 0.4028 2.7800 -0.01 0.00 0.00
H 3.3010 2.8785 3.8208 0.02 0.00 0.03
H -0.1930 -2.8291 0.9166 0.05 0.00 -0.03
H 3.7798 -2.3808 2.5676 0.00 0.00 0.01
H 4.8249 2.0032 4.0071 0.00 -0.02 -0.01
H -6.7930 -0.3652 -0.4501 0.01 0.00 0.00
H -3.7111 -2.1524 1.8043 0.00 -0.01 0.00
H -1.5864 -3.8186 -3.8440 0.00 0.00 -0.01
H -2.8285 -2.1557 3.3180 0.00 0.01 -0.01
H -5.1667 1.8821 -2.5475 0.00 0.00 0.00
H -3.4394 -0.6327 2.7039 -0.05 0.05 -0.05
H 4.8383 3.7279 3.6677 0.00 0.00 0.00
H -1.2169 0.6337 -1.7872 0.12 0.04 -0.23
H -1.8587 2.8274 -3.1610 0.00 0.00 0.00
H 6.6233 3.1475 1.0292 -0.01 0.01 0.02
H 0.2615 -0.5210 2.3117 -0.10 0.00 0.08
H -0.8968 -3.3170 2.4703 0.00 -0.01 -0.01
H -1.8296 -3.4502 0.9749 -0.01 0.01 0.00
H 2.2381 -2.0897 -4.6962 0.00 0.00 0.00
H -4.4542 -0.5760 0.8371 -0.02 -0.08 0.15
H 5.9739 1.9959 -0.1380 0.04 0.00 0.00
H 3.4458 3.7835 -0.3469 0.01 0.00 0.00
H 2.4211 4.0236 1.0736 0.00 0.00 0.00
H 4.7650 -0.1265 2.7623 0.00 0.01 0.00
H 3.9990 4.8067 0.9769 -0.02 0.02 -0.01
H -1.7852 -2.4213 -1.8280 -0.01 0.01 0.01
H 2.0763 -0.6956 -2.6770 0.01 0.01 0.00
H -6.9723 1.2263 -1.1883 0.01 0.00 0.00
H 6.5551 1.4334 1.4317 0.00 0.00 0.00
H -3.3983 2.5828 -3.9837 0.00 0.00 0.00
H 1.7700 -2.6876 1.1250 -0.03 -0.02 0.02
```
Positions in Å, forces in eV/Å.

The expectation value of S² is 0.776. The calculation puts the LUMO energy (spin up / spin down) at -4.233 / -4.607 eV. The value obtained for the largest force on an atom is 0.99 eV/Å. Its spin multiplicity is 2. The total charge is +1. The energy relative to the best compared isomer or geometry (same formula, charge and spin) is 1.3 kcal per mole.



Below is C26H34BrN5NiOS2 as an isolated structure at a distorted geometry, with properties calculated with ωB97M-V with the def2-TZVPD basis set.

```
70
Properties=species:S:1:pos:R:3:forces:R:3
Br -0.8641 1.0868 -1.6301 -0.36 0.28 -0.13
Ni 1.5960 1.1656 -1.1986 -0.01 -1.85 -0.52
S 3.9990 4.6179 -1.3033 -1.07 -0.91 -0.17
S 3.8866 1.5093 -1.5849 0.66 -0.21 -0.03
O 1.4854 -0.8162 -1.5790 0.59 1.61 0.07
N 0.9054 1.3204 2.8576 0.05 0.11 -1.15
N 2.1939 0.9102 2.8384 -0.21 -0.06 1.09
N 1.5474 1.1124 0.8004 -0.02 0.21 1.00
N 1.8665 3.0927 -1.4186 -0.04 0.96 0.27
N 2.5661 0.7832 1.6437 0.03 -0.04 -0.80
C -2.0725 -1.4516 -1.3166 -0.82 -0.80 0.14
C 0.8328 7.1323 -1.1853 0.00 -0.05 -0.05
C -2.0909 -2.8511 -1.2092 0.17 0.45 -0.09
C -3.3872 -3.6646 -1.1882 -0.35 0.07 0.14
C -0.2163 6.2064 -1.2276 0.09 0.21 0.33
C 0.0331 4.8421 -1.2421 -0.01 -0.93 -0.09
C 1.3640 4.3699 -1.2518 0.69 1.59 -0.44
C 0.3799 -2.8988 -1.2399 -0.16 0.84 -0.34
C 1.2720 3.9171 4.3915 0.24 -0.11 0.13
C 1.6724 -4.6852 -2.4661 -0.01 -0.11 -0.07
C 2.9834 -2.9597 -1.1775 0.50 -0.19 -0.42
C 2.1576 6.7256 -1.1869 -0.30 -0.63 -0.09
C 1.6659 -3.7657 -1.2160 -0.24 -0.24 0.14
C 0.1846 1.5924 4.1128 -0.12 0.26 0.02
C 2.4045 5.3522 -1.2319 -0.11 0.04 0.19
C 3.1900 3.0331 -1.4566 0.21 0.95 0.04
C -3.4201 -4.5493 0.0918 -0.11 -0.05 -0.02
C -0.8528 -3.5240 -1.1771 -0.22 -0.04 0.04
C 0.3865 -1.4513 -1.4144 -0.40 -0.99 0.18
C -4.6222 -2.7204 -1.2104 -0.04 -0.54 -0.51
C 1.6161 -4.6679 0.0477 0.58 -0.11 0.20
C 0.5427 1.4607 1.5642 0.02 -0.25 0.62
C -0.0512 3.1243 4.3062 -0.15 -0.27 0.49
C -3.4273 -4.5509 -2.4601 -0.09 0.05 -0.17
C -1.0496 3.7205 3.2894 0.01 0.22 -0.01
C -0.8697 -0.7944 -1.4112 0.53 -1.07 0.14
H -4.5687 -2.0979 -2.1302 -0.22 -0.27 0.61
H 3.1050 -2.3518 -2.1013 -0.04 -0.43 0.76
H 2.5844 -5.3238 -2.4599 -0.49 0.45 -0.08
H -5.5658 -3.3116 -1.2526 0.65 0.33 0.04
H -1.9416 3.0653 3.1711 0.54 0.42 0.02
H -0.8077 4.1293 -1.2842 0.51 0.38 0.02
H -0.8723 -4.6205 -1.1106 0.01 0.51 0.00
H 2.9712 7.4457 -1.1912 -0.13 -0.13 0.05
H -0.4074 1.7830 1.1933 -0.29 0.03 0.08
H -0.5875 3.9053 2.2936 -0.29 -0.14 0.59
H -3.3534 -3.9193 -3.3702 -0.01 -0.32 0.50
H -2.5890 -5.2699 -2.4803 -0.35 0.30 0.03
H -0.7791 1.0203 4.0919 0.84 0.52 0.04
H 1.6458 -4.0731 -3.3912 0.09 -0.40 0.45
H 2.5593 -5.2756 0.1002 -0.84 0.42 -0.04
H -4.3828 -5.1069 0.1815 0.62 0.41 -0.10
H 3.8526 -3.6660 -1.1184 -0.74 0.41 0.02
H 1.9702 3.4834 5.1544 -0.63 0.30 -0.64
H -4.3729 -5.1193 -2.5252 0.35 0.18 0.11
H 0.7479 -5.3563 0.0625 0.48 0.37 -0.05
H 1.8094 3.9397 3.4182 -0.35 0.02 0.54
H -3.2811 -3.9154 0.9945 -0.14 -0.40 -0.50
H 1.0469 4.9571 4.7016 0.19 -0.51 -0.28
H -2.5987 -5.2936 0.0686 -0.45 0.38 0.07
H 3.0256 -2.2843 -0.3080 0.00 -0.25 -0.38
H -1.2432 6.5825 -1.2112 0.35 -0.26 -0.08
H 0.8441 1.1863 4.9075 -0.49 0.24 -0.47
H -4.6660 -2.0767 -0.3238 0.05 -0.08 -0.19
H 1.5770 -4.0367 0.9571 -0.01 -0.32 -0.38
H 0.7941 -5.3683 -2.4734 0.49 0.46 -0.01
H -0.5436 3.2310 5.2977 0.27 -0.31 -0.44
H 0.6221 8.1885 -1.1689 -0.15 0.16 0.01
H -3.0037 -0.8767 -1.3331 0.42 -0.25 -0.01
H -1.3987 4.7026 3.6801 0.20 -0.61 -0.38
```
Positions in Å, forces in eV/Å.

The expectation value of S² is 2.006. The calculation puts the LUMO energy (spin up / spin down) at 0.196 / 0.166 eV. The value obtained for the largest force on an atom is 1.92 eV/Å. Its spin multiplicity is 3. The energy relative to the best compared isomer or geometry (same formula, charge and spin) is 0.0 kcal per mole.